[1]
The following is a quantum chemistry calculation of C32H74BrN4O as an isolated structure in a non-equilibrium geometry, from the OMol25 dataset.

```
112
Properties=species:S:1:pos:R:3
Br 0.31 -0.30 0.14
C 1.88 -1.93 1.91
C 0.97 -3.03 2.46
N -0.50 -2.93 1.89
C -0.44 -3.16 0.33
C -1.41 -3.97 2.60
C -1.00 -5.40 2.42
C -1.21 -1.53 1.98
C -1.49 -1.11 3.42
O -2.58 -1.71 4.07
C -3.91 -1.41 3.50
H 2.85 -2.25 2.27
H 1.68 -0.93 2.30
H 1.95 -1.85 0.82
H 0.79 -2.90 3.52
H 1.30 -4.02 2.14
H -0.12 -2.34 -0.32
H -1.46 -3.35 0.01
H 0.06 -4.12 0.16
H -2.39 -3.88 2.14
H -1.58 -3.77 3.66
H -1.73 -6.00 2.96
H -0.07 -5.57 2.97
H -1.08 -5.85 1.43
H -2.14 -1.66 1.44
H -0.51 -0.84 1.50
H -1.73 -0.05 3.41
H -0.65 -1.16 4.12
H -4.11 -1.68 2.46
H -4.24 -0.38 3.50
H -4.57 -2.04 4.10
C -4.11 -1.46 -0.13
C -3.75 -0.12 0.52
C -2.74 0.75 -0.21
N -2.16 1.88 0.65
C -3.25 2.97 0.83
C -1.55 1.50 2.02
C -0.33 2.36 2.24
C -0.14 3.15 0.97
C -0.92 2.44 -0.10
H -4.87 -1.93 0.50
H -3.28 -2.15 -0.01
H -4.50 -1.48 -1.15
H -3.40 -0.45 1.49
H -4.72 0.35 0.64
H -3.15 1.21 -1.10
H -1.85 0.20 -0.52
H -2.72 3.92 0.93
H -3.93 2.72 1.64
H -3.95 3.08 0.00
H -2.20 1.62 2.89
H -1.38 0.43 1.91
H -0.54 2.96 3.13
H 0.60 1.82 2.37
H -0.48 4.16 1.18
H 0.92 3.29 0.76
H -1.32 3.07 -0.89
H -0.27 1.67 -0.52
C 3.26 4.45 -0.59
C 3.81 3.00 -0.28
C 3.02 1.78 -0.86
N 3.76 0.39 -0.75
C 5.11 0.38 -1.51
C 2.84 -0.71 -1.36
C 2.75 -1.90 -0.44
C 3.66 -1.62 0.73
C 3.81 -0.05 0.75
H 3.50 4.79 -1.60
H 3.84 5.14 0.02
H 2.19 4.46 -0.37
H 3.78 2.92 0.81
H 4.83 3.00 -0.65
H 2.98 1.91 -1.94
H 1.99 1.62 -0.55
H 5.55 -0.62 -1.57
H 5.78 1.18 -1.18
H 4.98 0.54 -2.58
H 3.32 -0.94 -2.31
H 1.81 -0.40 -1.57
H 3.02 -2.85 -0.91
H 1.73 -2.07 -0.12
H 4.56 -2.20 0.52
H 3.17 -2.05 1.61
H 4.73 0.37 1.17
H 3.13 0.50 1.40
C 0.64 3.86 -1.37
C -0.11 2.94 -2.36
C 0.43 1.56 -2.22
N -0.28 0.52 -3.13
C 0.01 0.85 -4.64
C -1.76 0.34 -2.73
C -2.08 -1.20 -2.73
C -0.78 -1.84 -3.31
C 0.24 -0.90 -2.83
H 1.66 4.09 -1.68
H 0.75 3.44 -0.37
H 0.18 4.84 -1.29
H -0.08 3.21 -3.41
H -1.16 3.03 -2.09
H 0.29 1.21 -1.20
H 1.49 1.33 -2.36
H -0.40 1.80 -4.97
H -0.41 0.03 -5.23
H 1.08 0.92 -4.81
H -2.41 1.03 -3.27
H -1.90 0.74 -1.73
H -2.93 -1.41 -3.38
H -2.40 -1.50 -1.74
H -0.78 -1.96 -4.39
H -0.64 -2.83 -2.86
H 1.18 -1.01 -3.38
H 0.41 -0.93 -1.76
```

**Multiplicity**: 1
**Frontier orbital gap**: 9.8 eV
**HOMO level**: -0.597 Eh
**Total charge**: +3
**Energy relative to the best compared isomer or geometry (same formula, charge and spin)**: 2229.5 kJ/mol



[2]
The following is a quantum chemistry calculation of C3H3N3O2 in the gas phase in a non-equilibrium geometry, from the OMol25 dataset.

```
11
Properties=species:S:1:pos:R:3
O 2.07 1.10 -1.35
N 1.83 0.73 0.01
C 0.57 0.35 0.13
N 0.13 0.05 1.45
C -1.04 -0.61 1.46
O -1.89 -1.01 0.43
C -1.36 -0.58 -0.75
N -0.27 0.01 -0.98
H 1.36 0.63 -1.94
H -1.61 -0.87 2.43
H -2.03 -1.02 -1.53
```

**Multiplicity**: 1
**Frontier orbital gap**: 9.2 eV
**HOMO level**: -0.334 Eh
**SMILES**: ON=c1ncocn1
**Total charge**: 0
**Energy relative to the best compared isomer or geometry (same formula, charge and spin)**: 426.4 kJ/mol



[3]
The following is a quantum chemistry calculation of an isolated ion of composition C9H23N3OP and charge +1 in a non-equilibrium geometry, from the OMol25 dataset.

```
37
Properties=species:S:1:pos:R:3
C -2.23 -2.92 -0.43
N -2.03 -1.86 0.50
P -1.47 -0.04 -0.50
O -1.43 -0.14 -1.98
C 0.18 0.14 0.28
C 0.93 -1.15 0.03
C 2.40 -1.09 0.35
N 2.96 0.02 -0.43
C 4.44 0.07 -0.38
C 2.39 1.39 -0.01
C 0.94 1.28 -0.25
N -2.34 1.21 0.12
C -3.53 1.59 -0.63
C -2.60 1.46 1.58
H -1.31 -3.59 -0.42
H -3.07 -3.53 -0.14
H -2.32 -2.53 -1.35
H -2.75 -1.54 1.15
H -0.09 0.29 1.29
H 0.84 -1.50 -0.98
H 0.39 -1.89 0.77
H 2.74 -0.95 1.43
H 2.97 -1.98 -0.06
H 2.61 -0.03 -1.34
H 4.92 -0.41 -1.20
H 4.77 1.22 -0.40
H 4.75 -0.33 0.60
H 2.85 2.01 -0.67
H 2.71 1.53 1.04
H 0.56 2.27 0.16
H 0.62 1.36 -1.36
H -4.34 0.77 -0.79
H -4.10 2.51 -0.30
H -3.31 1.78 -1.62
H -1.73 1.57 2.20
H -3.09 2.35 1.67
H -3.23 0.65 2.04
```

**Multiplicity**: 1
**Frontier orbital gap**: 8.8 eV
**HOMO level**: -0.420 Eh
**SMILES**: CN[P@](=O)([C@H]1CC[N@H+](C)CC1)N(C)C
**Total charge**: +1
**Energy relative to the best compared isomer or geometry (same formula, charge and spin)**: 152.1 kJ/mol



[4]
The following is a quantum chemistry calculation of H2OSn as an isolated structure in a non-equilibrium geometry, from the OMol25 dataset.

```
4
Properties=species:S:1:pos:R:3
Sn -0.73 2.13 1.16
O 0.12 -0.36 -0.27
H -0.41 -1.08 -0.60
H 1.02 -0.70 -0.29
```

**Multiplicity**: 2
**Frontier orbital gap (spin up / spin down)**: 14.4 / 10.1 eV
**HOMO level (spin up / spin down)**: -1.209 / -1.207 Eh
**Total charge**: +3
**Energy relative to the best compared isomer or geometry (same formula, charge and spin)**: 0.0 kJ/mol